Formula: C4H21NO7
Source: OMol25
Level of theory: wB97M-V/def2-TZVPD

Properties
SMILES: CCCNC=O.O.O.O.O.O.O
Relative energy (zero: lowest compared OMol25 entry of this formula, charge and spin) (kcal/mol): 0.0
Strongest force on any atom (hartree/bohr): 0.03113
Kohn-Sham gap (eV): 10.20
Lowest unoccupied orbital energy (eV): 0.39

Atoms and positions in Å:
C 1.78 1.71 0.14
C 1.55 0.20 0.11
C 1.69 -0.40 -1.29
N 0.72 -1.42 -1.64
C -0.34 -1.12 -2.40
O -0.45 -0.09 -3.08
H 1.50 2.02 1.14
H 1.04 2.24 -0.45
H 2.75 2.16 -0.07
H 0.56 0.08 0.56
H 2.12 -0.39 0.83
H 2.68 -0.84 -1.40
H 1.76 0.37 -2.07
H 0.73 -2.20 -0.99
H -1.15 -1.86 -2.42
O 1.46 -2.61 0.95
H 1.73 -3.44 1.37
H 0.75 -2.10 1.35
O -1.23 1.40 2.22
H -1.31 1.56 1.23
H -1.92 1.99 2.56
O -0.74 -1.10 2.97
H -0.86 -0.17 2.62
H 0.01 -0.97 3.56
O -0.89 2.41 -2.58
H 0.06 2.29 -2.47
H -1.15 1.65 -3.12
O -2.40 1.93 -0.23
H -1.88 1.87 -1.08
H -2.68 2.87 -0.31
O -2.01 -2.98 1.06
H -1.67 -3.04 1.94
H -2.22 -2.06 0.99

***

Formula: C4H22N2O9
Source: OMol25
Level of theory: wB97M-V/def2-TZVPD

Properties
SMILES: NCC(=O)NCC=O.O.O.O.O.O.O.O
Relative energy (zero: lowest compared OMol25 entry of this formula, charge and spin) (kcal/mol): 48.2
Strongest force on any atom (hartree/bohr): 0.05334
Kohn-Sham gap (eV): 10.10
Lowest unoccupied orbital energy (eV): 0.25

Atoms and positions in Å:
N 4.28 -1.19 -0.07
C 3.23 -0.76 0.81
C 1.80 -0.79 0.29
O 1.12 -1.80 0.53
N 1.34 0.16 -0.54
C 2.05 1.34 -1.12
C 2.32 2.29 0.07
O 3.46 2.32 0.48
H 4.30 -0.73 -0.97
H 4.17 -2.17 -0.27
H 3.45 0.19 1.30
H 3.23 -1.32 1.75
H 0.44 0.03 -0.98
H 1.35 1.87 -1.75
H 2.94 0.94 -1.60
H 1.50 2.81 0.58
O -1.38 -1.92 -0.63
H -0.50 -1.87 -0.20
H -1.43 -2.31 -1.50
O -1.72 0.61 0.90
H -1.56 0.63 1.86
H -1.38 -0.28 0.73
O -2.10 -2.70 1.85
H -2.74 -2.63 1.15
H -1.47 -3.36 1.58
O -3.91 1.55 -0.06
H -4.18 2.27 0.51
H -3.10 1.10 0.31
O -3.37 0.36 -2.44
H -3.37 0.13 -1.50
H -3.99 1.10 -2.45
O -0.56 0.69 3.50
H -0.89 -0.09 3.96
H 0.19 0.32 3.03
O -0.92 1.39 -3.01
H -1.81 1.25 -2.63
H -0.77 0.54 -3.46

***

Formula: C4H23N2O5S
Source: OMol25
Level of theory: wB97M-V/def2-TZVPD

Properties
Relative energy (zero: lowest compared OMol25 entry of this formula, charge and spin) (kcal/mol): 49.3
Strongest force on any atom (hartree/bohr): 0.16057
Charge: +1
Kohn-Sham gap (eV): 9.24
Lowest unoccupied orbital energy (eV): -2.51

Atoms and positions in Å:
C -0.07 1.36 1.22
N 1.17 0.64 1.35
C 1.73 0.33 -0.10
C 2.55 1.53 -0.65
S 2.31 1.83 -2.40
C -1.05 0.67 2.23
N -1.67 -0.46 1.50
H -0.45 1.02 0.29
H 0.05 2.39 1.17
H 1.91 1.11 1.91
H 0.91 -0.10 -0.80
H 2.38 -0.48 0.02
H 2.49 2.48 -0.08
H 3.62 1.19 -0.48
H 2.95 2.89 -2.61
H -1.91 1.35 2.49
H -0.51 0.41 3.19
H -2.47 -0.76 2.11
H -0.91 -1.24 1.39
H -2.03 -0.08 0.60
H -3.50 1.95 -1.01
H -3.69 2.66 0.15
O -3.48 1.85 -0.06
H -2.49 -1.53 -1.41
H -3.71 -0.51 -1.27
O -3.20 -1.12 -0.78
H 1.66 -0.80 -3.31
H 2.86 -1.17 -2.67
O 2.00 -1.14 -2.51
H 0.24 -2.87 0.84
H 0.81 -1.83 1.89
O 0.05 -2.34 1.62
H 1.04 -2.52 -1.45
H 0.10 -3.73 -1.45
O 0.31 -2.94 -0.95

***

Formula: C4H23N2O8S
Source: OMol25
Level of theory: wB97M-V/def2-TZVPD

Properties
Multiplicity: 2
Strongest force on any atom (hartree/bohr): 0.04093
Kohn-Sham gap (spin up / spin down) (eV): 9.66 / 6.46
Lowest unoccupied orbital energy (spin up / spin down) (eV): 0.07 / -3.14

Atoms and positions in Å:
O -1.73 0.69 -2.69
C -1.61 0.50 -1.48
N -0.54 -0.19 -1.00
C -0.38 -0.52 0.40
C -1.40 -1.53 0.90
S -1.01 -1.90 2.68
C -2.52 1.29 -0.53
N -3.05 2.53 -1.02
H 0.21 -0.35 -1.65
H 0.62 -0.92 0.56
H -0.46 0.44 0.91
H -1.37 -2.52 0.44
H -2.43 -1.16 0.97
H -2.04 1.45 0.44
H -3.39 0.63 -0.29
H -3.68 2.45 -1.80
H -2.34 3.21 -1.22
H -4.84 -0.33 -3.62
H -3.61 0.56 -3.25
O -4.48 0.56 -3.66
H 1.58 -2.49 -0.95
H 0.41 -3.28 -0.38
O 0.98 -3.23 -1.15
H 3.40 -0.57 -0.44
H 3.65 -2.08 -0.80
O 3.02 -1.48 -0.38
H 3.86 1.19 0.26
H 4.38 1.47 -1.15
O 4.41 0.80 -0.45
H 2.75 -1.42 1.40
H 1.71 -1.53 2.59
O 2.57 -1.16 2.33
H -0.13 2.59 3.17
H 0.00 1.02 3.11
O 0.45 1.86 2.96
H 2.52 0.34 1.71
H 1.85 1.80 1.67
O 2.62 1.28 1.40

***

Formula: C4H23N3O5
Source: OMol25
Level of theory: wB97M-V/def2-TZVPD

Properties
SMILES: NCCNCCN.O.O.O.O.O
Relative energy (zero: lowest compared OMol25 entry of this formula, charge and spin) (kcal/mol): 0.0
Strongest force on any atom (hartree/bohr): 0.03370
Kohn-Sham gap (eV): 9.22
Lowest unoccupied orbital energy (eV): 0.41

Atoms and positions in Å:
N 2.18 -0.22 -1.26
C 1.41 0.98 -1.65
C 0.08 0.66 -2.31
N -0.92 0.07 -1.41
C -0.97 -1.40 -1.49
C -1.52 -2.10 -0.23
N -0.77 -1.76 0.98
H 1.62 -0.88 -0.74
H 2.61 -0.69 -2.03
H 2.16 1.51 -2.24
H 1.36 1.61 -0.75
H -0.35 1.55 -2.76
H 0.35 -0.08 -3.06
H -0.80 0.36 -0.45
H -1.72 -1.61 -2.26
H -0.04 -1.88 -1.78
H -2.57 -1.83 -0.13
H -1.50 -3.13 -0.60
H -1.37 -1.78 1.79
H -0.43 -0.81 0.93
O -0.49 1.15 1.58
H -1.29 1.64 1.30
H -0.19 1.53 2.42
O -2.64 2.11 0.27
H -2.45 2.29 -0.66
H -3.10 1.26 0.19
O 1.38 0.19 3.44
H 1.17 0.05 2.51
H 1.09 -0.63 3.86
O 0.74 3.52 1.21
H 1.48 3.55 1.82
H 0.71 2.75 0.64
O 1.39 -3.66 -0.53
H 2.12 -3.40 0.04
H 0.65 -3.22 -0.08

***

Formula: C4H23NO10
Source: OMol25
Level of theory: wB97M-V/def2-TZVPD

Properties
SMILES: C[C@@H](O)CNC(=O)O.O.O.O.O.O.O.O
Relative energy (zero: lowest compared OMol25 entry of this formula, charge and spin) (kcal/mol): 14.9
Strongest force on any atom (hartree/bohr): 0.03152
Kohn-Sham gap (eV): 9.54
Lowest unoccupied orbital energy (eV): -0.14

Atoms and positions in Å:
C -0.53 1.47 1.55
C 0.25 0.66 0.54
O -0.59 0.57 -0.67
C 1.58 1.26 0.12
N 2.17 0.50 -0.99
C 2.41 -0.81 -0.93
O 2.57 -1.47 0.08
O 2.54 -1.36 -2.16
H -1.42 0.89 1.77
H -0.76 2.42 1.07
H 0.11 1.71 2.40
H 0.29 -0.39 0.79
H -0.47 -0.33 -0.99
H 1.38 2.22 -0.35
H 2.29 1.32 0.95
H 2.15 0.92 -1.90
H 2.97 -2.21 -2.15
O -2.58 -1.44 2.37
H -2.44 -1.20 1.44
H -3.48 -1.10 2.48
O -0.61 -2.37 -1.40
H -0.60 -2.93 -0.62
H -0.22 -2.88 -2.11
O -4.00 -0.56 0.08
H -4.31 -1.34 -0.39
H -4.67 0.06 -0.20
O -0.27 -0.87 3.67
H -1.11 -0.51 3.37
H -0.47 -1.81 3.67
O 2.17 -0.32 2.66
H 2.33 -0.90 1.90
H 1.27 -0.46 2.97
O -0.78 2.24 -2.87
H -0.70 2.07 -1.91
H -0.95 1.32 -3.12
O 1.89 1.98 -3.67
H 1.09 2.47 -3.37
H 1.51 1.18 -4.07

***

Formula: C4H23NO7
Source: OMol25
Level of theory: wB97M-V/def2-TZVPD

Properties
SMILES: CC[C@H](N)CO.O.O.O.O.O.O
Relative energy (zero: lowest compared OMol25 entry of this formula, charge and spin) (kcal/mol): 29.3
Strongest force on any atom (hartree/bohr): 0.04678
Kohn-Sham gap (eV): 8.97
Lowest unoccupied orbital energy (eV): 0.34

Atoms and positions in Å:
C 2.33 -0.08 -1.53
C 1.07 0.07 -0.66
C 1.25 -0.51 0.72
N 1.40 -1.95 0.86
C 0.14 -0.02 1.66
O 0.33 1.41 1.76
H 2.84 0.89 -1.51
H 2.04 -0.34 -2.55
H 2.89 -0.97 -1.26
H 0.26 -0.51 -1.10
H 0.64 1.06 -0.57
H 2.18 -0.07 1.12
H 2.31 -2.23 0.53
H 0.66 -2.52 0.46
H 0.06 -0.57 2.58
H -0.82 0.00 1.14
H 0.74 1.70 2.57
O -0.11 3.04 -0.81
H 0.44 2.51 -0.20
H 0.28 3.18 -1.67
O -2.80 2.73 -0.70
H -2.89 2.95 -1.63
H -1.85 2.79 -0.49
O -1.64 -1.77 -2.27
H -0.88 -1.31 -2.63
H -2.26 -1.04 -2.02
O -3.17 0.10 -1.00
H -4.10 0.13 -0.81
H -2.83 1.03 -0.99
O -0.36 -3.50 -0.43
H -1.00 -4.15 -0.15
H -0.83 -2.88 -1.02
O 1.54 0.47 4.20
H 1.47 -0.45 3.94
H 0.68 0.82 4.46

***

Formula: C4H23NO9
Source: OMol25
Level of theory: wB97M-V/def2-TZVPD

Properties
SMILES: C[C@@H](CO)NC=O.O.O.O.O.O.O.O
Relative energy (zero: lowest compared OMol25 entry of this formula, charge and spin) (kcal/mol): 107.1
Strongest force on any atom (hartree/bohr): 0.12235
Kohn-Sham gap (eV): 9.76
Lowest unoccupied orbital energy (eV): -0.03

Atoms and positions in Å:
C 0.16 -0.13 1.70
C 1.18 0.83 1.00
C 2.64 0.19 1.04
O 2.55 -0.68 2.19
N 0.65 1.11 -0.37
C 1.38 1.38 -1.45
O 2.62 1.28 -1.37
H -0.82 0.37 1.83
H 0.52 -0.32 2.72
H 0.22 -1.12 1.11
H 1.21 1.76 1.50
H 2.81 -0.20 0.01
H 3.38 1.03 1.39
H 3.16 -1.39 2.29
H -0.38 0.97 -0.53
H 0.90 1.45 -2.46
O -3.35 1.85 0.83
H -3.98 1.21 1.06
H -3.16 2.69 1.33
O 0.98 -3.20 -0.54
H 1.42 -2.50 -1.19
H 1.64 -3.88 -0.50
O 2.12 -1.39 -2.20
H 2.22 -1.27 -3.07
H 2.30 -0.53 -1.71
O -2.50 1.57 -1.93
H -2.61 0.64 -1.80
H -2.85 1.96 -1.05
O -0.41 2.72 2.34
H -1.07 2.25 2.90
H -0.69 2.82 1.33
O -1.37 -2.67 -1.35
H -0.51 -2.27 -1.22
H -1.44 -3.48 -0.83
O -3.26 -0.88 -1.29
H -2.42 -1.55 -1.37
H -3.24 -0.62 -0.33

***

DFT total energy, record by record: -20312.06793, -25912.66613, -28566.71733, -34716.40091, -19228.43280, -26487.72835, -20343.46732, -24436.70289 eV